89
Properties=species:S:1:pos:R:3:forces:R:3 method="wB97M-V/def2-TZVPD" de_lowest_kcal_mol=16.62 e_tot_ev=-72655.86529 spin_multiplicity=2 charge=+2 homo_lumo_gap_ev="7.155 / 6.568" e_lumo_ev="-6.6 / -7.1" homo_ha="-0.5050 / -0.5024"
Re 0.0575 0.4396 -0.7970 -0.030 0.944 0.660
N 2.0007 -3.5789 -2.0519 -0.172 -0.011 -0.010
C 1.7815 -2.2786 -1.9405 0.407 -0.022 0.014
N 0.6250 -1.7682 -1.6051 -0.731 0.726 0.628
C -0.4363 -2.6130 -1.3232 0.102 0.228 -0.227
N -1.5878 -2.1268 -1.0353 -0.621 -0.797 0.054
N -1.6969 -0.7672 -0.9827 1.197 -0.015 -0.310
C -2.8500 -0.3125 -1.2730 -0.392 -0.409 -0.218
C -3.0971 1.0604 -0.9975 -0.331 0.521 -0.198
C -4.3633 1.6008 -1.1529 0.180 -0.063 0.011
C -4.5678 2.9185 -0.7875 -0.149 -0.023 -0.014
C -3.5037 3.6186 -0.2554 0.148 -0.040 0.038
C -2.2759 2.9854 -0.1018 0.028 0.335 -0.204
N -2.0494 1.7284 -0.4839 0.905 -0.223 -0.808
C -0.2442 -4.0492 -1.3729 0.314 -0.162 -0.090
C -1.2464 -4.9693 -1.0497 0.007 0.080 -0.002
C -0.9712 -6.3179 -1.0776 -0.080 -0.097 0.010
C 0.2965 -6.7756 -1.4454 0.019 0.071 -0.028
C 1.2875 -5.8833 -1.7993 0.151 0.012 0.023
C 1.0178 -4.5207 -1.7467 -0.341 -0.070 0.031
H 2.9110 -3.9129 -2.3309 0.102 0.144 -0.012
H 2.6217 -1.6180 -2.1325 -0.051 -0.232 0.085
H -3.6227 -0.9672 -1.6576 -0.002 -0.126 0.225
H -5.1604 0.9865 -1.5490 0.027 0.024 -0.038
H -5.5422 3.3750 -0.8972 0.027 0.041 -0.033
H -3.6123 4.6532 0.0378 0.061 -0.042 0.124
H -1.4722 3.5185 0.3706 0.205 0.081 -0.002
H -2.2264 -4.5997 -0.7821 0.012 -0.020 0.024
H -1.7422 -7.0328 -0.8241 0.009 0.027 0.012
H 0.5061 -7.8366 -1.4561 -0.021 0.009 -0.040
H 2.2681 -6.2310 -2.1040 -0.028 -0.013 0.028
C -3.0961 0.4765 1.9966 0.043 -0.038 0.248
C -2.2888 -0.1253 3.1084 0.034 0.026 -0.046
C -2.9065 -0.5105 4.2938 -0.068 -0.003 -0.016
C -2.1847 -1.0487 5.3457 0.039 -0.008 0.046
C -0.8113 -1.2052 5.2351 0.056 0.001 0.011
C -0.1760 -0.8450 4.0604 -0.138 0.030 -0.064
C -0.9089 -0.3127 2.9897 0.102 -0.107 -0.108
P 0.1409 0.3174 1.6348 0.233 -0.079 -0.702
C 1.4783 -0.9225 1.5895 0.051 0.125 -0.057
C 0.9969 -2.2352 1.4721 0.084 0.092 0.118
C 1.8736 -3.2930 1.3368 -0.012 -0.053 0.002
C 3.2408 -3.0408 1.2975 -0.020 0.016 -0.025
C 3.7144 -1.7429 1.4033 0.083 0.029 -0.013
C 2.8536 -0.6577 1.5494 -0.147 0.107 0.054
C 3.3980 0.7381 1.6537 -0.019 -0.036 -0.003
C 0.4730 2.0245 2.1233 -0.168 -0.150 -0.070
C 0.4224 2.4412 3.4555 0.038 0.019 0.017
C 0.5742 3.7812 3.7603 0.031 -0.057 0.047
C 0.7744 4.7012 2.7373 -0.002 0.017 -0.023
C 0.8053 4.2845 1.4164 0.007 0.100 -0.061
C 0.6404 2.9413 1.0867 0.102 -0.123 0.131
C 0.6782 2.4942 -0.3464 -0.150 -0.574 -0.106
H -4.0897 0.7552 2.3428 -0.010 0.005 0.010
H -3.2115 -0.2421 1.1835 -0.015 0.009 0.118
H -2.5996 1.3664 1.6058 -0.205 -0.228 0.320
H -3.9766 -0.3746 4.3954 0.016 -0.006 -0.018
H -2.6896 -1.3376 6.2581 -0.014 0.018 -0.020
H -0.2296 -1.5978 6.0585 -0.035 -0.020 -0.012
H 0.8967 -0.9601 3.9835 0.005 -0.055 0.018
H -0.0714 -2.4185 1.5181 0.011 -0.053 0.007
H 1.4953 -4.3062 1.2775 0.011 0.010 0.004
H 3.9416 -3.8596 1.1909 -0.002 0.004 0.042
H 4.7818 -1.5580 1.3833 -0.020 -0.011 -0.007
H 4.4799 0.7308 1.7655 0.002 -0.028 -0.012
H 2.9670 1.2683 2.5029 0.080 0.009 0.002
H 3.1539 1.3004 0.7501 0.040 0.028 0.021
H 0.2604 1.7230 4.2478 -0.022 0.008 0.014
H 0.5318 4.1076 4.7905 0.017 0.008 -0.013
H 0.8968 5.7507 2.9716 0.003 -0.009 -0.002
H 0.9538 5.0120 0.6252 -0.008 -0.019 0.022
H 1.7031 2.5990 -0.7016 -0.024 -0.139 -0.053
H 0.0869 3.1482 -0.9796 -0.097 0.238 -0.125
O 3.7680 0.0268 -2.5853 -0.008 0.117 0.230
C 2.7063 0.5604 -2.3822 -0.100 0.474 -0.741
O 2.0166 0.3996 -1.2656 -0.563 -0.522 0.596
C 2.0395 1.4503 -3.3944 -0.082 0.000 0.234
C 2.7399 2.4401 -4.0726 0.021 -0.024 -0.066
C 2.0610 3.3074 -4.9173 0.102 -0.041 0.025
C 0.6864 3.2064 -5.0808 -0.239 -0.023 -0.158
C 0.0087 2.1959 -4.4226 0.404 0.009 0.155
C 0.6780 1.3084 -3.5958 -0.281 0.042 0.217
N -1.4455 2.0601 -4.5608 -0.313 -0.031 -0.122
O -2.0025 2.7065 -5.4121 0.134 -0.037 0.137
O -2.0095 1.2952 -3.7841 0.124 0.045 0.014
H 3.8089 2.5308 -3.9292 -0.009 -0.016 -0.007
H 2.6094 4.0684 -5.4552 -0.039 0.048 0.046
H 0.1423 3.8898 -5.7184 0.006 -0.028 -0.010
H 0.1147 0.4605 -3.1889 -0.020 0.006 0.021


89
Properties=species:S:1:pos:R:3:forces:R:3 method="wB97M-V/def2-TZVPD" de_lowest_kcal_mol=14.10 e_tot_ev=-158103.26788 spin_multiplicity=4 charge=-2 homo_lumo_gap_ev="3.665 / 6.303" e_lumo_ev="4.1 / 4.1" homo_ha="0.0164 / -0.0808"
Ti -0.1348 -0.2967 0.9432 -0.726 0.755 -0.632
S -2.4210 -0.3492 -0.2493 -0.278 -0.043 -0.146
C -3.2811 -1.8582 -0.3780 0.037 0.001 -0.040
C -4.1747 -2.0528 -1.4561 0.050 0.028 -0.015
C -4.8374 -3.2491 -1.5897 -0.022 -0.029 0.006
C -4.6155 -4.2612 -0.6555 -0.008 0.006 -0.006
C -3.7344 -3.9872 0.3748 0.035 0.036 -0.005
N -3.0965 -2.8292 0.5265 0.057 0.015 0.061
H -4.3027 -1.2510 -2.1719 -0.013 -0.006 0.002
H -5.5179 -3.4079 -2.4198 0.013 0.012 -0.013
H -5.1039 -5.2244 -0.7310 0.009 -0.006 0.010
H -3.5078 -4.7378 1.1277 -0.015 -0.014 -0.006
C 1.9783 2.9461 7.7049 -0.026 0.009 -0.009
C 1.1350 2.3724 6.5951 0.046 0.004 0.038
C 1.5834 2.3853 5.2784 -0.004 0.009 -0.056
C 0.8206 1.8394 4.2573 0.019 0.064 0.020
C -0.4055 1.2661 4.5583 0.079 -0.090 0.003
C -0.8784 1.2549 5.8600 -0.014 0.070 0.032
C -0.1084 1.8135 6.8711 -0.062 -0.011 -0.011
S -1.2878 0.4004 3.2794 -0.120 -0.146 0.379
O -1.1148 1.2583 2.0849 -0.079 0.111 0.519
O -2.6302 0.1916 3.7622 -0.057 0.084 0.078
N -0.4271 -0.8576 2.9727 -0.722 -0.367 0.306
C -0.9706 -2.2201 2.9925 0.065 0.075 0.100
C -0.4146 -2.9943 1.7793 0.234 0.148 0.159
O -0.3240 -4.2113 1.8332 -0.143 -0.113 -0.072
O -0.0197 -2.2508 0.7910 -0.019 -1.194 0.263
H 2.9838 3.1752 7.3520 -0.001 0.005 -0.001
H 2.0639 2.2416 8.5346 0.004 0.005 0.006
H 1.5433 3.8673 8.1010 -0.002 0.003 -0.005
H 2.5502 2.8170 5.0443 0.003 -0.015 -0.008
H 1.1749 1.8500 3.2339 0.037 -0.035 0.006
H -1.8453 0.8124 6.0617 0.012 -0.018 0.017
H -0.4765 1.8115 7.8923 -0.001 -0.028 -0.002
H -2.0612 -2.2250 2.9208 0.016 -0.058 -0.069
H -0.6772 -2.7605 3.8949 0.038 -0.002 0.012
C 3.8399 -0.8756 2.5106 0.070 0.129 -0.016
C 4.5104 0.3452 2.2046 0.026 -0.095 0.059
C 3.7864 1.3048 1.5011 -0.057 0.079 -0.009
C 2.4770 1.0804 1.1218 0.082 -0.080 -0.081
N 1.8200 -0.1122 1.4318 0.927 0.310 0.230
C 2.5479 -1.0498 2.1232 -0.011 0.068 0.021
C 1.6484 2.0148 0.3567 -0.025 -0.093 -0.181
C 1.9791 3.3663 0.1790 0.031 0.020 0.020
C 1.1321 4.2148 -0.5096 0.011 0.005 -0.012
C -0.0728 3.7358 -1.0215 0.005 -0.020 0.018
C -0.3982 2.3989 -0.8549 0.026 0.029 0.031
C 0.4416 1.5109 -0.1778 0.333 0.314 -0.350
H 4.3425 -1.6700 3.0486 -0.009 -0.015 -0.006
H 5.5426 0.5096 2.4852 -0.005 0.014 0.004
H 4.2505 2.2477 1.2335 0.017 -0.021 -0.020
H 2.0276 -1.9712 2.3479 -0.037 0.002 -0.020
H 2.8957 3.7629 0.6044 -0.012 0.001 0.006
H 1.4037 5.2574 -0.6397 0.001 0.000 0.000
H -0.7451 4.4012 -1.5525 0.001 -0.004 -0.008
H -1.3297 2.0307 -1.2741 -0.016 -0.011 0.017
C 2.5363 -1.1129 -1.4095 0.026 0.007 0.106
Ge 0.6371 -0.6063 -1.6349 0.440 0.051 -0.819
C 0.0046 -2.2159 -2.6492 -0.137 -0.010 0.037
C 0.3448 -2.3169 -4.0006 -0.044 -0.004 0.022
C -0.0016 -3.4344 -4.7508 0.014 0.018 -0.002
C -0.7064 -4.4744 -4.1588 -0.006 0.001 0.006
C -1.0505 -4.3892 -2.8169 -0.003 0.001 -0.012
C -0.6949 -3.2722 -2.0683 0.018 -0.025 -0.125
C 0.7268 0.7440 -3.1125 -0.157 0.114 0.104
C 1.9065 1.4201 -3.2899 0.023 0.025 -0.077
C 2.0321 2.4802 -4.2181 0.049 -0.056 0.055
C 0.9686 2.8622 -4.9784 -0.042 0.017 -0.023
C -0.2764 2.1992 -4.8421 0.005 0.000 -0.006
C -1.4053 2.5877 -5.6080 0.045 0.015 -0.003
C -2.6078 1.9635 -5.4497 -0.055 -0.060 0.044
C -2.7389 0.9140 -4.5123 -0.011 0.044 -0.066
C -1.6666 0.5164 -3.7667 0.038 -0.003 0.036
C -0.3984 1.1420 -3.9039 0.008 -0.058 -0.055
H 2.9232 -1.4368 -2.3797 -0.008 0.010 -0.009
H 2.5633 -1.9496 -0.7111 0.032 -0.012 -0.012
H 3.1533 -0.3094 -1.0072 -0.013 -0.008 0.012
H 0.8835 -1.5040 -4.4785 0.001 -0.019 -0.016
H 0.2739 -3.4909 -5.7989 0.001 0.011 0.001
H -0.9832 -5.3465 -4.7417 -0.007 0.002 0.003
H -1.5998 -5.1949 -2.3431 -0.002 0.006 0.016
H -0.9435 -3.2296 -1.0205 -0.036 0.003 0.136
H 2.7672 1.1565 -2.6869 0.018 0.032 0.010
H 2.9796 2.9996 -4.3120 0.008 -0.016 0.014
H 1.0544 3.6830 -5.6835 -0.016 -0.006 -0.007
H -1.2974 3.4018 -6.3180 0.017 0.000 0.004
H -3.4650 2.2776 -6.0348 -0.003 -0.012 0.003
H -3.6965 0.4267 -4.3750 -0.008 0.010 -0.004
H -1.7872 -0.2716 -3.0334 0.004 0.025 0.007


87
Properties=species:S:1:pos:R:3:forces:R:3 method="wB97M-V/def2-TZVPD" e_tot_ev=-163138.24519 spin_multiplicity=5 charge=-1 homo_lumo_gap_ev="6.610 / 7.008" e_lumo_ev="2.3 / 2.3" homo_ha="-0.1601 / -0.1747"
Cr -0.1415 0.4117 0.3372 -0.004 0.235 0.401
C 2.5173 3.3313 3.4692 0.034 0.076 0.017
C 3.4691 2.1546 3.3139 -0.012 -0.143 -0.116
C 4.8052 2.3690 3.9885 0.029 0.052 0.057
O 3.7155 1.8690 1.9467 -0.091 -0.023 0.122
C 2.6371 1.0210 1.5593 0.085 0.139 -0.043
C 2.4688 0.1149 2.7713 0.007 0.017 0.050
O 2.8472 0.9889 3.8475 0.008 0.038 -0.026
C 1.0180 -0.4482 2.9436 -0.080 -0.111 -0.106
O 0.0922 0.3148 2.2761 0.068 0.078 0.010
C 0.9711 -1.9260 2.4556 0.054 0.006 0.044
C 1.9580 -2.8611 2.7563 0.061 0.053 -0.022
C 1.8697 -4.1735 2.3160 -0.033 -0.018 -0.022
C 0.7767 -4.5906 1.5698 0.024 0.033 0.012
C -0.2355 -3.6808 1.2970 0.008 -0.009 -0.007
C -0.1394 -2.3713 1.7455 -0.061 0.014 0.025
C 0.6406 -0.5138 4.4346 -0.014 -0.067 0.073
C -0.6628 -0.2086 4.8003 -0.018 0.073 0.010
C -1.0750 -0.3241 6.1224 0.007 0.006 0.004
C -0.1890 -0.7478 7.1009 0.021 -0.007 -0.030
C 1.1192 -1.0519 6.7432 -0.037 0.021 -0.011
C 1.5263 -0.9336 5.4241 0.027 -0.060 -0.006
C 2.8595 0.3603 0.1906 0.029 -0.061 -0.062
O 1.6528 -0.2014 -0.1926 0.037 -0.118 -0.043
C 3.9513 -0.7118 0.2711 0.004 0.003 0.071
C 5.2570 -0.4004 0.6552 0.000 0.042 0.010
C 6.2263 -1.3867 0.7421 -0.015 -0.046 -0.018
C 5.9110 -2.7073 0.4383 0.015 0.041 0.011
C 4.6182 -3.0237 0.0559 -0.045 0.003 0.002
C 3.6453 -2.0330 -0.0225 0.007 0.007 0.038
C 3.2280 1.4358 -0.8514 -0.154 0.119 0.077
C 4.2088 1.2545 -1.8144 0.072 -0.010 -0.100
C 4.4219 2.2045 -2.8101 -0.012 -0.009 0.016
C 3.6543 3.3544 -2.8571 -0.043 0.027 0.017
C 2.6616 3.5469 -1.9012 0.038 -0.016 -0.016
C 2.4540 2.5980 -0.9166 0.056 -0.057 0.009
H 2.9229 4.2151 2.9740 0.016 -0.005 0.005
H 2.3731 3.5494 4.5277 -0.007 -0.018 0.015
H 1.5435 3.0900 3.0449 -0.011 -0.006 -0.028
H 5.3322 3.2014 3.5210 -0.011 0.018 -0.013
H 5.4042 1.4649 3.8891 0.008 -0.015 -0.016
H 4.6639 2.5906 5.0463 -0.016 -0.020 0.005
H 1.7217 1.6156 1.4870 0.070 0.017 -0.026
H 3.1982 -0.6966 2.7360 0.009 0.008 -0.031
H 2.8254 -2.5685 3.3344 0.001 -0.032 -0.003
H 2.6658 -4.8698 2.5505 0.011 -0.003 0.005
H 0.7092 -5.6130 1.2189 -0.006 -0.009 -0.005
H -1.1125 -3.9908 0.7405 -0.003 -0.006 -0.006
H -0.9597 -1.6841 1.5717 0.008 0.037 -0.014
H -1.3375 0.1399 4.0299 -0.004 -0.008 -0.003
H -2.0958 -0.0755 6.3863 -0.018 0.001 0.007
H -0.5093 -0.8358 8.1318 -0.005 -0.001 0.014
H 1.8294 -1.3728 7.4957 0.002 -0.005 0.015
H 2.5563 -1.1518 5.1733 0.005 -0.004 -0.013
H 5.5086 0.6262 0.8868 -0.005 0.011 0.008
H 7.2330 -1.1255 1.0451 0.011 0.006 0.005
H 6.6674 -3.4798 0.5056 0.011 -0.004 0.000
H 4.3518 -4.0500 -0.1668 0.002 -0.015 -0.005
H 2.6238 -2.2746 -0.2813 -0.029 -0.014 -0.015
H 4.8160 0.3586 -1.8025 -0.008 0.019 -0.004
H 5.1929 2.0377 -3.5526 0.014 -0.013 -0.007
H 3.8193 4.0948 -3.6300 0.006 0.004 -0.010
H 2.0456 4.4374 -1.9244 -0.011 0.013 -0.005
H 1.6673 2.7645 -0.1901 -0.001 0.009 0.019
Br -4.6093 -1.7263 -2.6652 -0.073 -0.016 -0.015
C -2.7422 -1.6288 -2.4215 0.203 0.187 0.080
C -1.9063 -2.5929 -2.9538 -0.104 -0.190 -0.105
C -0.5439 -2.4620 -2.7626 0.114 0.283 0.135
C -0.0684 -1.3857 -2.0250 -0.224 -0.076 -0.213
N -0.8896 -0.4715 -1.4876 0.012 -0.301 -0.042
C -2.2071 -0.5789 -1.6931 0.006 -0.073 -0.144
H -2.3188 -3.4301 -3.5019 0.002 0.022 -0.018
H 0.1567 -3.1822 -3.1603 -0.034 -0.037 -0.025
H 0.9824 -1.2301 -1.8153 0.003 -0.017 0.051
H -2.8339 0.1886 -1.2613 -0.006 0.008 0.098
S -1.9947 1.9345 0.7663 -0.058 0.004 -0.199
C -2.3852 2.6233 -0.8133 0.066 -0.054 -0.051
C -1.3938 2.9349 -1.7541 0.074 -0.061 0.061
C -1.7113 3.4491 -3.0008 -0.044 0.012 -0.015
C -3.0357 3.6824 -3.3531 0.028 -0.023 0.034
C -4.0328 3.3847 -2.4341 0.034 -0.004 -0.008
C -3.7124 2.8608 -1.1895 -0.066 0.009 0.073
H -0.3548 2.7571 -1.4960 -0.034 0.026 -0.032
H -0.9157 3.6698 -3.7027 0.019 -0.001 -0.003
H -3.2842 4.0858 -4.3263 -0.007 0.004 -0.015
H -5.0721 3.5529 -2.6906 -0.018 0.002 0.007
H -4.4986 2.6197 -0.4840 -0.005 0.004 0.006


no.,molecular weight (g mol⁻¹)
1,905.0
2,831.4
3,783.7